# 1
Entry from OMol25: C12H16N4O9P2STc as an isolated structure (the ωB97M-V functional and the def2-TZVPD basis).

Its frontier orbital gap (spin up / spin down) is 7.29 / 5.53 eV. As for the expectation value of S²: 3.770. The maximum force comes out at 0.0017 hartree/bohr. The calculation puts the relative energy (zero: lowest compared OMol25 entry of this formula, charge and spin) at 0.0 kcal per mole. The value obtained for the molar mass is 552.294 Da.

The geometry in ORCA input format:
```
! wB97M-V def2-TZVPD RIJCOSX def2/J DEFGRID3
* xyz 2 4
Tc -0.9352 0.1459 0.5519
C 1.5582 -2.2604 3.5139
C 0.1882 -1.5920 3.5389
O -0.4374 -1.6057 4.8144
P -1.0413 -2.4622 2.4615
O -2.3942 -2.4461 3.2322
O -0.5974 -3.9305 2.2036
O -1.1501 -1.7961 1.1051
P 0.2468 0.1215 2.8994
O 1.0320 0.8935 3.9911
O -1.1803 0.5995 2.5945
O 0.8854 0.0940 1.4907
H 1.4836 -3.2760 3.8996
H 2.2556 -1.6971 4.1363
H 1.9602 -2.2996 2.5015
H 0.2131 -1.4677 5.5167
H -2.3239 -2.1687 4.1648
H -0.9799 -4.6356 2.7469
H 1.0718 1.8626 3.9687
N 4.8955 2.1563 -3.8862
C 3.6652 2.0453 -3.3699
C 3.4856 1.6087 -2.0326
C 2.2334 1.4956 -1.5016
C 1.1175 1.8193 -2.2924
C 1.2733 2.2522 -3.6214
C 2.5285 2.3653 -4.1475
S -0.4507 1.6418 -1.7077
O -0.4541 1.9465 -0.1961
O -1.4399 2.3076 -2.4752
N -0.8360 0.0191 -1.4806
C -2.2357 -0.1928 -1.6277
N -2.7901 -0.0346 -0.4147
C -4.1083 -0.2313 -0.2697
C -4.8447 -0.5458 -1.3897
C -4.1700 -0.6705 -2.6049
N -2.8488 -0.5062 -2.7312
H 5.7125 1.9397 -3.3429
H 5.0377 2.4728 -4.8297
H 4.3534 1.3743 -1.4306
H 2.1118 1.1740 -0.4752
H 0.4054 2.5023 -4.2163
H 2.6582 2.7070 -5.1656
H -4.5349 -0.1173 0.7175
H -5.9128 -0.6908 -1.3271
H -4.7069 -0.9177 -3.5126
*
```

Computed natural (NBO) charges, given in elementary charges: Tc 1.651; C -0.653; C -0.451; O -0.732; P 2.417; O -0.964; O -0.957; O -1.023; P 2.358; O -0.959; O -1.007; O -0.985; H 0.253; H 0.248; H 0.258; H 0.517; H 0.563; H 0.555; H 0.560; N -0.726; C 0.269; C -0.259; C -0.142; C -0.452; C -0.104; C -0.276; S 2.267; O -0.843; O -0.837; N -0.788; C 0.566; N -0.504; C 0.130; C -0.273; C 0.158; N -0.384; H 0.412; H 0.416; H 0.232; H 0.235; H 0.255; H 0.242; H 0.245; H 0.270; H 0.242



# 2
Entry from OMol25: a single C3H8INO2 molecule at a distorted geometry (the ωB97M-V functional and the def2-TZVPD basis).

Its frontier orbital gap is 9.14 eV. The maximum force comes out at 0.0519 hartree/bohr. The calculation puts the relative energy (zero: lowest compared OMol25 entry of this formula, charge and spin) at 0.0 kcal per mole. The SMILES is CO[C@](C)(O)NI. The value obtained for the molar mass is 217.006 Da.

The geometry in ORCA input format:
```
! wB97M-V def2-TZVPD RIJCOSX def2/J DEFGRID3
* xyz 0 1
C 0.4950 1.6970 0.7379
O -0.5425 0.7896 0.3927
C -0.1149 -0.3390 -0.3141
C 0.6965 -1.3422 0.5062
O 0.5804 -0.0061 -1.4489
N -1.4222 -1.0998 -0.7838
I -2.7304 0.2097 -1.6533
H 0.8397 1.5171 1.7625
H 0.0791 2.7010 0.6647
H 1.3359 1.5992 0.0472
H 0.8550 -0.9629 1.5110
H 0.1763 -2.2940 0.5586
H 1.6518 -1.4950 0.0143
H -0.0203 0.4452 -2.0614
H -1.8793 -1.4199 0.0662
*
```

Computed natural (NBO) charges, given in elementary charges: C -0.267; O -0.560; C 0.657; C -0.667; O -0.722; N -0.790; I 0.248; H 0.172; H 0.196; H 0.196; H 0.222; H 0.230; H 0.239; H 0.482; H 0.365



# 3
Entry from OMol25: a 2-piece molecular cluster, C4H9NO overall at a distorted geometry (the ωB97M-V functional and the def2-TZVPD basis).

Its frontier orbital gap is 8.29 eV. The maximum force comes out at 0.0662 hartree/bohr. The calculation puts the relative energy (zero: lowest compared OMol25 entry of this formula, charge and spin) at 78.1 kcal per mole. The SMILES is C=NC(=C)C.O. The value obtained for the molar mass is 87.122 Da.

The geometry in ORCA input format:
```
! wB97M-V def2-TZVPD RIJCOSX def2/J DEFGRID3
* xyz 0 1
C 0.5374 -0.6906 0.7678
N -0.5276 -0.2256 0.2900
C -1.7032 0.1284 0.8680
C -2.3986 1.2378 0.5847
C -2.3222 -0.8567 1.9065
H 1.1508 -1.4971 0.3358
H 1.0166 -0.0973 1.5789
H -2.0157 1.9974 -0.0811
H -3.2808 1.5925 1.0927
H -1.4518 -1.4449 2.2094
H -2.7771 -0.2954 2.7240
H -3.0920 -1.5073 1.5286
O 5.9358 0.6446 -4.8134
H 5.3229 1.2404 -4.3754
H 5.6056 -0.2262 -4.6163
*
```

Computed natural (NBO) charges, given in elementary charges: C 0.027; N -0.412; C 0.161; C -0.504; C -0.624; H 0.168; H 0.137; H 0.193; H 0.200; H 0.204; H 0.225; H 0.224; O -0.934; H 0.467; H 0.466



# 4
Entry from OMol25: C40H52ClN11O2OsPS as an isolated structure at a distorted geometry (the ωB97M-V functional and the def2-TZVPD basis).

Its frontier orbital gap (spin up / spin down) is 6.33 / 4.44 eV. As for the expectation value of S²: 6.037. The maximum force comes out at 0.0804 hartree/bohr. The calculation puts the relative energy (zero: lowest compared OMol25 entry of this formula, charge and spin) at 33.1 kcal per mole. The value obtained for the molar mass is 1007.655 Da.

The geometry in ORCA input format:
```
! wB97M-V def2-TZVPD RIJCOSX def2/J DEFGRID3
* xyz 3 5
Os 0.2110 0.1485 -0.9451
Cl -2.2010 -5.1404 -5.0613
C -1.4427 -4.1364 -3.9458
C -0.9856 -4.6896 -2.7384
C -0.2608 -3.9204 -1.8272
C -0.0429 -2.5484 -2.0697
O 0.5145 -1.8421 -1.1281
C -0.4739 -1.9734 -3.3525
C -0.1101 -0.6479 -3.7712
N 0.2141 0.3042 -2.9863
C 0.5152 1.6123 -3.4225
C 0.6244 1.9971 -4.7035
C 0.8822 3.3546 -4.9860
C 1.1098 4.2869 -4.0493
C 0.9582 3.8977 -2.7083
C 1.3817 4.6915 -1.5990
C 1.2528 4.2884 -0.3103
C 0.6720 3.0470 -0.0814
N 0.4035 2.2329 -1.0695
C 0.6503 2.5769 -2.3863
C -1.0990 -2.8062 -4.2861
H -1.1106 -5.7516 -2.5021
H 0.1184 -4.3873 -0.8952
H -0.1108 -0.4872 -4.8571
H 0.6276 1.3186 -5.5547
H 0.8998 3.6971 -5.9965
H 1.4826 5.2849 -4.3236
H 1.8271 5.6197 -1.8457
H 1.5073 4.9656 0.4862
H 0.5518 2.7056 0.9297
H -1.5291 -2.3202 -5.1760
N 5.1008 -0.2955 0.1499
C 4.7123 0.6757 -0.6335
S 3.1456 0.6542 -1.3735
N 5.5452 1.7031 -0.8903
C 6.7099 1.8758 -0.0448
C 7.8965 1.2877 -0.4042
C 8.9485 1.3068 0.4828
C 8.8760 1.9607 1.6857
C 7.7204 2.6026 2.0756
C 6.6906 2.6115 1.1537
H 4.5049 -1.0983 0.2006
H 6.0095 -0.3019 0.6014
H 5.2540 2.4322 -1.5550
H 8.1196 0.9101 -1.4027
H 9.8513 0.8214 0.1304
H 9.7014 1.9500 2.3489
H 7.7063 3.2580 2.9856
H 5.7460 3.0199 1.3664
C 3.9221 -1.2576 3.4892
C 3.0058 -0.9590 4.6914
C 2.3327 -2.2282 5.2019
C 2.0670 0.1774 4.3788
N 1.3250 -0.0208 3.1324
C 1.6719 0.1947 1.8877
N 0.5678 0.0754 1.1311
N -0.4473 -0.2680 1.9732
N 0.0330 -0.3063 3.1916
H 4.6256 -2.0968 3.7765
H 4.5233 -0.4122 3.1439
H 3.3205 -1.7029 2.7119
H 3.6996 -0.5899 5.4638
H 1.6306 -2.6610 4.4632
H 1.8041 -2.0476 6.1922
H 3.1050 -3.0500 5.3710
H 2.6065 1.0787 4.2449
H 1.2978 0.3104 5.1309
H 2.6075 0.4806 1.4293
O -1.8567 -0.2098 -0.9202
P -3.2604 -0.3875 -0.3164
N -4.3023 0.3965 -1.3569
C -4.5495 -0.1471 -2.6981
C -6.0882 -0.4536 -2.7082
C -6.7698 0.5467 -1.6703
C -5.6020 0.9897 -0.7884
N -3.4330 0.4295 1.0832
C -4.1199 0.0172 2.3534
C -3.5004 0.8058 3.4469
C -3.4064 2.1798 2.7353
C -2.9982 1.7890 1.2789
N -3.5211 -1.9617 -0.0441
C -4.6393 -2.8103 -0.4231
C -4.5864 -3.9760 0.5551
C -3.0297 -4.1604 0.6187
C -2.4948 -2.7430 0.6959
H -3.8891 -0.9758 -2.8646
H -4.1638 0.5924 -3.3931
H -6.2344 -1.4459 -2.5134
H -6.5348 -0.2384 -3.7034
H -7.5798 0.0564 -1.0949
H -7.2531 1.4014 -2.1261
H -5.6784 0.6042 0.2219
H -5.4972 2.0504 -0.7760
H -3.9238 -1.0967 2.6219
H -5.1640 0.1822 2.3216
H -2.4871 0.5749 3.6382
H -4.1195 0.8804 4.3160
H -2.7614 2.9174 3.0664
H -4.4138 2.6502 2.7186
H -1.8726 1.9156 1.2002
H -3.5165 2.5204 0.5812
H -4.5864 -3.1470 -1.4999
H -5.5887 -2.3274 -0.3238
H -5.1596 -4.8282 0.1884
H -5.0050 -3.6980 1.5137
H -2.5973 -4.7262 -0.1836
H -2.7416 -4.6923 1.5189
H -1.5024 -2.5958 0.2436
H -2.5474 -2.3487 1.7668
*
```

Löwdin population analysis, charges in e, atoms 1 to 99: Os 1.538; Cl 0.887; C -0.625; C -0.038; C 0.049; C -0.280; O -0.188; C -0.087; C -0.020; N -0.051; C -0.216; C 0.041; C -0.023; C 0.019; C -0.117; C 0.058; C -0.001; C -0.114; N -0.083; C -0.185; C 0.012; H 0.139; H 0.160; H 0.154; H 0.135; H 0.125; H 0.153; H 0.129; H 0.129; H 0.108; H 0.146; N 0.149; C -0.835; S 0.620; N 0.067; C -0.265; C -0.037; C -0.060; C -0.064; C -0.054; C -0.028; H 0.102; H 0.130; H 0.154; H 0.133; H 0.123; H 0.110; H 0.138; H 0.094; C -0.084; C -0.415; C -0.069; C -0.080; N -0.074; C -0.111; N -0.145; N 0.051; N 0.126; H 0.113; H 0.074; H 0.057; H 0.152; H 0.078; H 0.109; H 0.108; H 0.127; H 0.141; H 0.106; O -0.421; P 0.592; N -0.172; C -0.181; C -0.110; C -0.117; C -0.142; N -0.196; C -0.171; C -0.153; C -0.135; C -0.208; N -0.183; C -0.197; C -0.114; C -0.146; C -0.178; H 0.082; H 0.111; H 0.052; H 0.123; H 0.121; H 0.106; H 0.090; H 0.102; H 0.138; H 0.102; H 0.074; H 0.123; H 0.082; H 0.129